{
  "formula": "C3H10N2O2S",
  "method": "the ωB97M-V functional and the def2-TZVPD basis",
  "elements": ["N", "C", "O", "N", "C", "C", "S", "H", "H", "H", "H", "H", "H", "H", "H", "O", "H", "H"],
  "positions_angstrom": [[-1.5907, 0.3028, 0.4421], [-1.3290, 0.6256, -0.8757], [-2.2110, 0.9454, -1.6617], [-0.0143, 0.5490, -1.2525], [1.0143, -0.1718, -0.5001], [1.0146, -1.6672, -0.7815], [1.6474, -2.6151, 0.6507], [-2.5731, 0.2710, 0.6540], [-0.9804, 0.6876, 1.1548], [0.0854, 0.5787, -2.2547], [0.8401, 0.0380, 0.5511], [1.9525, 0.3170, -0.7701], [1.6806, -1.9239, -1.5967], [0.0202, -2.0178, -1.0518], [0.5388, -3.2673, 0.9935], [-0.0645, 2.1574, 2.3725], [0.7379, 2.5894, 2.0548], [-0.7689, 2.6011, 1.8714]],
  "forces_ev_per_a": [[0.19, -0.07, 0.08], [-0.62, 0.15, -0.26], [0.32, -0.32, 0.16], [0.24, -0.07, 0.03], [-0.58, 0.82, -0.36], [0.19, -0.36, 0.36], [0.28, -0.04, -0.04], [-0.02, 0.29, 0.04], [-0.11, -0.34, -0.01], [0.02, 0.16, -0.02], [0.16, -0.21, 0.06], [0.17, -0.33, 0.13], [0.03, 0.10, -0.27], [-0.01, 0.06, 0.17], [-0.25, 0.05, -0.03], [-0.24, 0.24, -0.46], [0.01, -0.09, 0.12], [0.21, -0.04, 0.31]],
  "e_above_lowest_kcal_mol": 10.0,
  "e_tot_ha": -778.509670,
  "gap_ev": 9.70,
  "spin_multiplicity": 1
}



{
  "formula": "C3H10N2O2S2",
  "method": "the ωB97M-V functional and the def2-TZVPD basis",
  "elements": ["N", "C", "O", "C", "N", "C", "S", "S", "H", "H", "H", "H", "H", "H", "H", "H", "O", "H", "H"],
  "positions_angstrom": [[0.4912, -0.1564, -1.0851], [-0.3519, -1.0681, -0.4493], [-0.3023, -2.2575, -0.7616], [-1.2579, -0.6301, 0.6911], [-2.1065, 0.3153, -0.0393], [-0.8056, -0.1883, 2.0783], [0.1473, 1.5407, 2.0659], [2.0145, 1.3934, 1.3966], [0.7227, 0.7588, -0.8311], [1.2639, -0.6436, -1.6922], [-1.8998, -1.5898, 0.7801], [-2.7868, 0.7330, 0.6280], [-1.5818, 1.0571, -0.4653], [-1.6526, 0.1041, 2.7407], [0.0559, -0.7807, 2.5737], [2.7594, 1.1997, 2.4366], [1.9022, -0.2358, -3.1341], [2.3440, 0.5758, -3.2974], [1.0439, -0.1274, -3.6359]],
  "forces_ev_per_a": [[0.18, -3.90, -0.90], [2.78, -0.73, 0.42], [-0.29, 1.21, 0.05], [-2.04, -1.28, -1.13], [-1.55, 0.44, 1.60], [3.24, 1.12, 0.22], [-1.86, -0.37, 0.46], [0.13, -0.14, -1.87], [-0.15, 1.22, 0.87], [-2.22, 1.44, 1.68], [0.98, 1.45, 0.38], [0.54, -0.21, -0.90], [0.25, 0.34, 0.05], [0.65, -0.62, -0.39], [-2.09, 0.28, -0.69], [0.53, -0.27, 1.51], [-1.29, -0.77, -2.06], [0.90, 1.16, -0.19], [1.32, -0.36, 0.89]],
  "e_above_lowest_kcal_mol": 37.2,
  "e_tot_ha": -1176.635301,
  "gap_ev": 9.59,
  "spin_multiplicity": 1
}



| no. | HOMO (eV) |
| --- | --- |
| 1 | -9.18 |
| 2 | -9.28 |